Density functional theory data (ωB97M-V/def2-TZVPD) for C10H20FIN2OS in the gas phase.

HOMO   -9.4 eV
Frontier orbital gap   9.467 eV

Structure (ORCA input):
```
! wB97M-V def2-TZVPD RIJCOSX def2/J DEFGRID3
* xyz 0 1
H 2.834 -2.158 -1.394
O -0.845 -1.213 0.435
H -1.731 0.405 -2.671
H 1.648 0.687 2.754
H 1.027 2.727 1.832
F 4.282 -0.496 -0.970
C -2.495 -0.384 -2.204
C 2.280 -1.072 0.607
C -2.137 -1.386 1.107
C 3.389 -1.595 -0.530
C -3.103 0.315 -0.852
H 1.720 -2.027 0.986
H -0.871 0.904 0.710
H 1.845 3.740 0.470
H -4.325 -1.059 0.496
C -0.137 0.005 0.857
H -3.895 1.932 -0.009
N -3.503 1.654 -0.955
H 0.197 2.826 0.043
H 4.073 -2.371 0.064
H 1.707 -0.013 -2.104
C 1.248 0.084 -0.022
H -3.569 0.356 1.485
H -1.872 -1.355 -2.011
C -3.338 -0.396 0.603
N 0.921 -0.299 -1.462
S 0.395 0.001 2.675
H -2.105 -1.384 2.276
H -3.328 -0.521 -3.048
H 2.365 1.797 -1.042
H 0.817 -1.331 -1.575
H 3.096 1.421 0.654
I -2.804 -3.448 0.569
C 2.057 1.503 0.073
C 1.202 2.764 0.673
H 2.953 -0.610 1.478
*
```

Density functional theory data (ωB97M-V/def2-TZVPD) for a molecular structure, C31H43FIN2O2PSYb.

HOMO   -12.2 eV
Frontier orbital gap   2.728 eV

Structure (ORCA input):
```
! wB97M-V def2-TZVPD RIJCOSX def2/J DEFGRID3
* xyz 2 1
H -3.118 0.272 1.776
H 1.811 -1.050 -4.606
N 5.794 -4.351 2.019
H 6.373 -2.319 3.268
H 4.969 -4.936 2.230
Yb 1.003 -4.296 -4.522
C 0.713 -2.434 3.693
C -3.326 -0.660 -1.948
C 3.293 -2.165 4.293
C -0.760 -2.331 4.165
C 0.235 -2.595 0.029
H -0.879 -4.964 1.286
H -4.423 2.097 3.151
S 2.925 -3.511 0.216
H 4.132 -1.874 4.999
H 5.645 -2.132 1.042
H -1.415 3.821 3.140
N 0.016 -3.254 1.330
H -1.735 0.744 -2.632
H 3.782 -1.243 -5.153
C -4.039 3.095 1.199
H -1.671 6.119 1.063
C -4.232 0.458 1.683
H -5.831 2.015 1.994
C 1.592 -2.610 -0.692
H 4.074 -2.194 -1.861
C -3.731 0.447 -0.881
H 3.930 -3.956 -3.549
H -0.051 7.152 -0.324
O 0.039 -4.640 1.171
C 2.564 -2.977 1.955
C -0.699 -1.151 -2.021
H -4.885 -1.182 0.229
H -2.779 0.840 -0.387
H -4.874 3.604 0.612
H -4.114 -0.611 -2.778
H -3.757 4.203 3.148
H -4.214 1.345 -1.398
H -2.939 -1.678 4.707
C 0.646 -1.158 -2.701
H -3.424 -1.720 -1.529
H -3.603 5.223 1.573
H -3.248 2.758 0.467
H 1.338 6.271 -1.117
H 2.856 0.884 -4.007
C 3.342 -3.013 -3.797
C 1.018 -0.434 -4.051
C -0.888 -1.869 -0.685
H 1.417 6.711 0.689
C -4.697 1.927 2.065
P 5.445 -2.804 2.290
C -1.728 4.069 2.069
H 3.477 -0.923 -3.019
C 0.017 4.968 0.247
H 2.300 -3.296 -4.193
H 4.121 -2.890 -5.969
C -1.912 -2.100 4.522
H 0.821 4.216 0.513
F -0.064 -0.275 -4.962
C 4.166 -2.307 -5.003
H -1.407 3.163 1.452
C -4.746 -0.046 0.248
C 1.823 -2.063 4.667
H 1.593 1.185 -2.641
I 6.229 -2.030 -4.289
H -5.790 0.383 0.080
C -1.927 -0.383 -2.657
C 1.797 -1.915 -2.003
C 3.268 -1.971 -2.618
H 1.339 1.796 -4.416
H -2.040 -0.746 -3.735
C -3.333 4.247 2.100
C 0.747 6.351 -0.156
C 1.748 0.979 -3.746
C 1.077 -2.897 2.290
H -0.296 5.746 2.292
H -1.878 -1.868 -0.127
H -4.727 -0.242 2.444
O 1.558 -1.612 5.977
C 3.664 -2.632 2.913
H 1.979 -0.729 6.090
C -0.955 5.328 1.466
H -0.541 4.617 -0.681
*
```

Density functional theory data (ωB97M-V/def2-TZVPD) for a molecular structure, C2H3N3OS2.

HOMO   -9.4 eV
Frontier orbital gap   9.549 eV
Relative energy (zero: lowest compared OMol25 entry of this formula, charge and spin)   21.8 kcal per mole

Structure (ORCA input):
```
! wB97M-V def2-TZVPD RIJCOSX def2/J DEFGRID3
* xyz 0 1
H 1.550 -1.290 -0.999
N 0.692 0.513 0.524
C 0.399 0.352 -1.091
N -2.734 0.373 1.230
N 0.866 -0.810 -1.604
O -0.147 1.263 -1.565
S 0.929 -0.811 1.523
S -0.246 1.752 1.223
C -1.722 0.920 1.337
H -0.474 -1.073 1.931
H 0.886 -1.190 -2.509
*
```

Density functional theory data (ωB97M-V/def2-TZVPD) for a molecular structure, C27H43CaCl3NNaO16PV.

HOMO   -6.4 eV
Frontier orbital gap   1.643 eV

Structure (ORCA input):
```
! wB97M-V def2-TZVPD RIJCOSX def2/J DEFGRID3
* xyz 0 1
Na -4.635 -1.801 -0.360
Ca 2.356 3.555 4.844
H 2.938 4.137 1.143
H 3.059 4.643 2.975
C 1.757 -4.712 1.731
H 0.958 -5.568 -0.226
C 0.510 -5.229 0.801
H 3.047 -5.466 5.808
H 0.801 5.389 -3.998
O -6.579 2.174 -0.588
H 3.326 -0.144 -1.909
O 2.060 1.824 3.389
H -6.256 2.426 3.201
Cl -1.534 2.570 -10.285
H -1.415 -2.587 -1.961
O -4.418 2.516 5.828
H -3.664 -2.346 -1.594
C -0.780 -1.741 1.491
C -4.711 1.199 5.623
O -4.235 0.278 6.265
C -0.539 1.213 1.979
C -6.308 1.835 0.665
C 5.507 0.277 -6.564
H 3.574 -5.003 3.555
O -5.608 1.046 4.605
O 1.409 -4.585 3.183
O -0.630 -4.303 0.712
C -0.264 -0.210 1.214
H 2.195 4.637 -7.873
H -0.440 -3.150 4.340
H 1.487 -4.345 5.951
H 3.764 2.741 -2.710
H 3.326 -2.652 -2.669
O 1.897 2.450 -0.593
H -3.813 -1.859 -3.303
H 3.044 -3.196 3.627
C -1.498 -2.810 3.972
H 0.909 -0.122 -4.106
C 0.794 -2.551 -0.838
H 4.949 0.858 -7.318
H 2.064 1.641 -5.269
H 1.691 -2.371 -3.644
H 6.102 1.076 -6.090
C 3.002 2.872 -3.592
O 4.805 -0.513 -5.765
H 2.577 -5.580 1.697
O -1.280 1.168 3.089
C 2.292 -0.544 -2.320
H 2.966 1.957 2.985
H 3.440 3.620 -4.412
O -7.018 2.489 1.466
V -3.810 -1.677 7.258
H 0.794 1.164 -2.704
H 3.604 0.804 -4.491
C 2.608 1.408 -4.234
O -5.433 0.961 0.855
H 2.303 -3.750 1.339
C -0.209 -2.918 0.449
H 1.126 -3.444 -1.552
C 1.548 0.531 -3.339
O -4.037 -2.990 6.113
H 0.801 3.770 -7.167
C 2.688 -1.852 -3.282
C 1.024 1.752 0.138
C -4.986 3.237 4.751
Cl 0.658 3.926 -9.519
C 2.672 -4.298 3.882
H -7.252 2.820 -0.291
H 3.265 -1.517 -4.262
H 1.794 5.480 1.857
C 2.300 4.425 2.080
C -1.801 -2.024 2.743
C 1.298 -0.976 -1.090
P 1.053 3.080 2.638
H 6.273 -0.199 -7.199
H -2.425 -3.062 4.679
H -5.360 4.208 5.089
C -6.082 2.339 4.277
H -2.891 -1.550 2.650
H -4.217 3.397 3.988
C 1.525 3.781 -7.985
N 0.173 2.350 1.270
H 3.311 -3.608 6.033
O -3.584 -0.364 8.402
C 0.756 0.142 -0.021
H -7.025 2.515 4.805
O -1.981 -2.597 -2.751
C 2.587 -4.409 5.524
H -2.884 -0.841 -2.172
C -3.152 -1.867 -2.433
H 0.095 -6.219 1.318
O 1.397 5.195 -4.698
Cl 2.477 2.293 -7.930
H 2.017 3.380 -3.173
*
```

Density functional theory data (ωB97M-V/def2-TZVPD) for 2 unconnected molecules or ions with the total composition C4H4N2O.

HOMO (alpha / beta)   -8.9 / -8.8 eV
Frontier orbital gap (alpha / beta)   8.061 / 7.967 eV
Relative energy (zero: lowest compared OMol25 entry of this formula, charge and spin)   185.7 kcal per mole

Structure (ORCA input):
```
! wB97M-V def2-TZVPD RIJCOSX def2/J DEFGRID3
* xyz 0 1
C -0.489 0.798 0.600
N 0.257 0.207 -1.683
H 2.656 -1.679 -1.866
C -0.639 0.874 -0.744
O 1.592 0.745 -1.645
H -1.515 1.459 -1.175
H 0.606 -0.398 2.236
C 0.510 -0.147 1.070
N 1.359 -0.692 0.278
C 1.337 -0.403 -1.025
H -1.044 1.238 1.412
*
```

Density functional theory data (ωB97M-V/def2-TZVPD) for 2 unconnected molecules or ions with the total composition C3H8N3O.

HOMO   -14.2 eV
Frontier orbital gap   9.684 eV
Relative energy (zero: lowest compared OMol25 entry of this formula, charge and spin)   113.5 kcal per mole

Structure (ORCA input):
```
! wB97M-V def2-TZVPD RIJCOSX def2/J DEFGRID3
* xyz 1 1
C 2.317 -0.485 -0.580
H 0.595 1.948 -0.410
H -0.872 0.804 -0.117
N 0.131 1.006 -0.309
H 0.599 -2.122 0.012
H -3.108 0.632 0.212
H -2.428 -0.821 0.256
H 2.540 0.304 1.443
H -2.105 0.101 1.468
C 3.140 0.240 0.481
H 2.731 -0.669 -1.598
O 4.284 0.595 0.237
C 1.084 -1.214 -0.223
N 0.960 0.003 -0.422
N -2.284 0.145 0.489
*
```

Density functional theory data (ωB97M-V/def2-TZVPD) for C18H15F3N4O4S in the gas phase.

HOMO   -9.1 eV
Frontier orbital gap   9.312 eV
Relative energy (zero: lowest compared OMol25 entry of this formula, charge and spin)   9.3 kcal per mole

Structure (ORCA input):
```
! wB97M-V def2-TZVPD RIJCOSX def2/J DEFGRID3
* xyz 0 1
C 1.695 -1.378 -1.053
H 5.014 0.675 -1.894
H -4.489 -1.292 -0.867
F -0.214 2.322 0.360
C 0.612 -0.841 -1.721
H 1.921 3.547 -1.210
C 2.467 2.667 -0.912
C 0.365 -1.523 0.952
C 4.032 -1.950 0.876
H 3.837 2.732 -2.548
H -7.190 -0.910 1.716
O 4.835 -2.717 1.358
C -6.245 -1.445 1.631
H 2.618 -1.562 -1.579
H 0.273 -1.789 1.994
S -1.935 0.065 -1.995
H 5.434 -0.917 -0.099
N -3.892 1.234 1.128
C 1.592 -1.684 0.305
N 2.680 -2.152 1.039
O -4.853 0.540 1.795
H 2.529 0.363 1.573
C -4.474 -0.582 -0.071
C 0.943 2.479 1.044
F 1.021 3.784 1.338
H -1.662 -0.863 0.779
C 2.115 1.987 0.247
N -2.768 1.040 -0.924
H -2.302 1.900 -0.682
H -5.963 -1.785 2.625
C -3.661 0.583 0.011
H 0.675 -0.566 -2.761
O -1.376 0.935 -2.982
C -0.580 -0.637 -1.052
H 2.475 -2.826 1.766
C 2.792 0.847 0.647
C 4.198 1.047 -1.291
F 0.775 1.831 2.203
N 4.456 -0.856 0.153
C -5.201 -0.545 1.082
C -0.720 -1.002 0.272
O -2.800 -0.993 -2.414
C 3.534 2.201 -1.660
C 3.812 0.339 -0.154
H -6.373 -2.300 0.974
*
```

Density functional theory data (ωB97M-V/def2-TZVPD) for C22H30N2O4 in the gas phase.

HOMO   -8.3 eV
Frontier orbital gap   9.139 eV
Relative energy (zero: lowest compared OMol25 entry of this formula, charge and spin)   66.2 kcal per mole

Structure (ORCA input):
```
! wB97M-V def2-TZVPD RIJCOSX def2/J DEFGRID3
* xyz 0 1
C -4.548 -2.290 -1.671
H 1.626 -0.095 2.730
H 6.981 -2.180 -1.089
O -5.238 2.300 0.040
H 5.261 -0.760 -2.541
H -5.268 -2.799 -2.311
H 6.606 0.756 -0.341
H -4.473 2.571 -1.873
H -7.594 -1.139 1.644
H 1.210 2.466 -0.491
H -4.130 0.333 -1.515
C 2.874 1.116 -0.716
H -7.386 -3.348 0.941
C -4.256 2.805 -0.820
C 1.950 1.981 0.142
H 2.542 2.742 0.665
O -1.909 2.479 -1.400
H 4.488 1.179 0.679
H 4.599 -1.534 -0.506
O 4.724 -0.152 -2.023
H 7.299 -0.771 -2.119
C -0.983 1.563 0.310
H -3.819 -1.787 -2.300
C -2.879 2.330 -0.481
H 2.797 1.239 2.561
C 2.212 0.488 2.017
H 8.301 -1.076 -0.711
C 3.905 0.406 0.167
H -5.748 -3.809 0.465
H 7.605 -0.599 1.512
C -6.222 -1.750 0.125
N -0.744 2.005 -0.900
H -6.963 1.244 1.546
H 5.983 -0.057 1.918
C 6.349 -0.301 -0.213
C -6.490 0.520 0.904
C -5.511 0.952 0.015
N 1.288 1.169 1.135
H 2.545 -1.175 0.705
H 2.281 0.377 -1.254
O -0.474 0.126 2.074
C -5.240 -1.316 -0.767
H 6.255 -1.727 1.407
C 3.143 -0.415 1.211
H -4.032 -3.050 -1.085
H 3.379 1.740 -1.450
H 3.828 -0.920 1.892
C -2.356 1.744 0.634
C 6.554 -0.693 1.248
H -4.304 3.894 -0.698
C -4.895 0.029 -0.817
H -2.844 1.467 1.543
C 4.877 -0.477 -0.655
C -6.608 -3.196 0.197
C -6.834 -0.815 0.949
C -0.026 0.889 1.229
H -6.976 -3.546 -0.767
C 7.284 -1.134 -1.093
*
```

Density functional theory data (ωB97M-V/def2-TZVPD) for C4H6ClO3P in the gas phase.

HOMO   -9.4 eV
Frontier orbital gap   9.691 eV
Relative energy (zero: lowest compared OMol25 entry of this formula, charge and spin)   3.8 kcal per mole

Structure (ORCA input):
```
! wB97M-V def2-TZVPD RIJCOSX def2/J DEFGRID3
* xyz 0 1
P 1.601 0.173 1.741
H -1.840 -1.448 -0.404
C -0.789 0.539 -0.095
H 1.003 1.715 3.279
O 0.837 1.624 2.311
H -0.296 1.215 -0.890
H -2.327 -0.099 -1.664
O 0.988 -0.779 -0.942
C -0.114 -0.945 -1.871
C 0.447 -0.400 0.353
O -0.058 -1.273 -3.074
H -1.431 1.032 0.702
H -0.026 -1.374 0.740
C -1.483 -0.573 -1.068
Cl 3.488 0.593 0.882
*
```

Density functional theory data (ωB97M-V/def2-TZVPD) for a molecular structure, C16H35N2NbO2.

HOMO   -6.9 eV
Frontier orbital gap   6.311 eV

Structure (ORCA input):
```
! wB97M-V def2-TZVPD RIJCOSX def2/J DEFGRID3
* xyz 0 1
C 0.183 -0.106 1.774
C -3.417 -0.602 -0.416
H 3.151 2.526 2.475
H -0.482 1.549 0.573
O -1.775 -5.725 -0.417
H 3.108 1.351 1.105
H -3.674 -0.923 1.850
C -0.535 0.265 3.062
H -0.467 3.027 2.592
H 3.675 4.819 0.688
H -1.389 -2.447 -0.290
H -0.633 -0.616 3.701
C -1.874 -0.593 -2.566
H 0.680 -3.410 -4.425
H -1.887 0.346 -3.212
H 2.173 -2.376 -1.836
C -2.069 -4.571 -0.669
C -3.376 -0.709 -1.982
C 3.728 3.919 0.069
H -3.975 0.176 -2.366
O -3.437 -4.258 -0.953
H 1.044 0.824 0.019
H 4.315 4.161 -0.819
C 2.331 3.449 -0.344
C 2.614 1.702 2.008
H -0.186 -3.776 0.030
H -2.500 -2.353 -3.894
H 1.600 -1.353 -3.029
H 2.548 0.872 2.706
C 0.191 1.370 3.811
C -1.572 -1.807 -3.556
H -3.829 -1.670 -2.344
H -1.115 -1.357 -4.497
H -1.552 0.597 2.825
H -0.414 1.696 4.661
N 1.236 2.183 1.649
C 1.297 3.449 0.781
Nb -0.080 -3.338 -2.775
H 1.086 -4.644 -2.262
H 0.296 3.572 0.363
H -0.432 -0.815 1.212
C -3.347 -0.860 0.781
H -1.252 -4.642 -3.275
N 1.344 -1.847 -2.157
H 1.113 -0.633 2.007
H -3.571 -4.598 -1.863
H 1.977 4.161 -1.096
H 4.288 3.162 0.615
C 0.471 2.567 2.916
H 1.121 0.986 4.243
C -0.999 -3.426 -0.688
H 1.476 4.290 1.457
C 0.461 1.102 0.900
H 1.068 3.316 3.441
H 2.388 2.480 -0.847
H -1.126 -0.461 -1.736
*
```

Calculated total energy in order - -37369.43661; -102360.18248; -30309.20607; -158308.94592; -9232.43712; -9747.54092; -52047.58483; -34470.30369; -32198.19214; -25775.02253 eV
Calculated F_max in order - 5.9; 5.2; 3.5; 8.5; 4.5; 3.6; 1.7; 1.1; 5.2; 3.5 eV/Å